1.
An isolated ion of composition C6H9N2 and charge +1. Source: the OMol25 dataset; level of theory: wB97M-V/def2-TZVPD.

Results
Total charge: +1
SMILES: C=[NH+]/C=N\CC#CC
Frontier orbital gap, eV: 7.61
LUMO energy, eV: -5.9
Relative energy (zero: lowest compared OMol25 entry of this formula, charge and spin), kcal/mol: 132.8

```
17
C6H9N2 (wB97M-V/def2-TZVPD)
C 0.186 -1.176 -1.664
C -0.722 1.148 -1.712
C -0.069 -0.331 1.496
C 1.148 1.106 -0.364
C 0.486 0.382 0.675
C -0.383 -0.722 2.898
N 0.212 1.771 -1.258
N -0.754 -0.309 -1.888
H -0.010 -2.197 -1.907
H -1.647 1.672 -1.990
H 1.583 1.970 0.185
H 1.841 0.458 -0.844
H 1.046 -1.083 -1.203
H -0.100 0.262 3.428
H 0.343 -1.496 3.266
H -1.427 -0.887 3.088
H -1.733 -0.570 -2.207
```

***

2.
C28H45GeN5Se5SiTi as an isolated structure. Source: the OMol25 dataset; level of theory: wB97M-V/def2-TZVPD.

Results
Multiplicity: 2
⟨S²⟩: 0.757
Total charge: -1
Frontier orbital gap (alpha / beta), eV: 5.00 / 5.00
LUMO energy (alpha / beta), eV: 1.4 / 1.4
Relative energy (zero: lowest compared OMol25 entry of this formula, charge and spin), kcal/mol: 1.8

```
86
C28H45GeN5Se5SiTi (wB97M-V/def2-TZVPD)
Ti -0.576 0.296 -0.320
Se 0.077 -0.329 2.221
Se -2.097 -0.995 2.753
Se -3.284 1.000 2.543
Se -2.650 1.793 0.416
C -4.599 -0.749 -0.765
C -3.489 -1.716 -0.472
C -3.796 -2.975 0.012
C -2.755 -3.855 0.290
C -1.459 -3.485 0.037
C -1.207 -2.213 -0.522
N -2.226 -1.346 -0.732
N 0.018 -1.719 -0.868
Si 1.147 -2.832 -1.541
C 0.282 -3.870 -2.861
C 2.613 -2.057 -2.438
C 1.934 -4.007 -0.283
H -4.945 -0.282 0.159
H -5.437 -1.277 -1.226
H -4.264 0.060 -1.408
H -4.828 -3.243 0.192
H -2.965 -4.829 0.718
H -0.635 -4.135 0.283
H -0.025 -3.237 -3.699
H -0.611 -4.356 -2.466
H 0.944 -4.647 -3.251
H 2.341 -1.488 -3.325
H 3.234 -2.897 -2.765
H 3.230 -1.427 -1.799
H 1.382 -4.945 -0.191
H 1.982 -3.541 0.703
H 2.951 -4.261 -0.589
N -5.277 -1.635 -9.617
C -4.591 -1.351 -8.739
C -3.733 -0.993 -7.649
C -2.515 -0.364 -7.903
C -1.689 -0.010 -6.854
C -2.071 -0.296 -5.547
C -3.279 -0.940 -5.289
C -4.111 -1.278 -6.337
N -1.230 0.054 -4.476
C 0.155 0.132 -4.480
C 0.515 0.456 -3.215
N -0.609 0.598 -2.436
C -1.628 0.352 -3.214
H -2.227 -0.142 -8.921
H -0.759 0.505 -7.048
H -3.552 -1.201 -4.276
H -5.049 -1.780 -6.144
H 0.738 -0.106 -5.350
H 1.497 0.582 -2.794
H -2.658 0.391 -2.902
C 5.706 -1.633 3.406
Ge 6.280 -1.771 1.544
C 8.231 -1.545 1.439
C 5.769 -3.512 0.819
C 5.420 -0.402 0.433
Se 3.481 -0.306 0.715
C 3.478 0.894 2.246
H 6.177 -2.416 4.000
H 4.625 -1.751 3.471
H 5.977 -0.667 3.833
H 8.750 -2.299 2.031
H 8.518 -0.561 1.814
H 8.572 -1.628 0.406
H 6.173 -4.327 1.419
H 6.130 -3.623 -0.204
H 4.682 -3.596 0.812
H 5.558 -0.661 -0.619
H 5.836 0.595 0.577
H 3.497 0.339 3.180
H 2.557 1.472 2.190
H 4.337 1.559 2.172
C -0.672 3.873 -1.558
C 0.662 3.427 -0.963
C 1.732 3.428 -2.056
C 0.616 2.100 -0.175
H -0.569 4.847 -2.048
H -1.439 3.955 -0.788
H -1.025 3.157 -2.305
H 0.956 4.215 -0.255
H 1.466 2.753 -2.871
H 2.702 3.114 -1.662
H 1.847 4.425 -2.490
H 0.367 2.328 0.869
H 1.649 1.707 -0.147
```

***

3.
A 2-piece molecular cluster, CH3ClO overall. Source: the OMol25 dataset; level of theory: wB97M-V/def2-TZVPD.

Results
Frontier orbital gap (alpha / beta), eV: 9.06 / 9.08
LUMO energy (alpha / beta), eV: -0.9 / -0.9
Relative energy (zero: lowest compared OMol25 entry of this formula, charge and spin), kcal/mol: 80.7

```
6
CH3ClO (wB97M-V/def2-TZVPD)
C -0.657 -0.031 0.365
O 1.191 0.599 -0.602
Cl -1.470 -0.702 -0.957
H 0.121 -0.609 0.813
H -0.852 0.884 0.770
H 1.667 -0.141 -0.389
```

***

4.
C63H72AsGe2N6S8Ti as an isolated structure. Source: the OMol25 dataset; level of theory: wB97M-V/def2-TZVPD.

Results
Multiplicity: 2
⟨S²⟩: 0.787
Total charge: -2
Frontier orbital gap (alpha / beta), eV: 4.26 / 6.08
LUMO energy (alpha / beta), eV: 3.6 / 3.6
Relative energy (zero: lowest compared OMol25 entry of this formula, charge and spin), kcal/mol: 0.0

```
153
C63H72AsGe2N6S8Ti (wB97M-V/def2-TZVPD)
Ti 0.481 0.507 0.012
N 0.667 -2.028 0.532
C -0.166 -2.901 -0.291
C -0.429 -2.169 -1.596
N -0.885 -0.806 -1.315
C -2.279 -0.758 -0.835
C -2.331 -0.528 0.671
N -1.381 0.529 1.051
H 0.642 -2.290 1.511
H 1.631 -2.071 0.222
H 0.296 -3.871 -0.503
H -1.102 -3.092 0.236
H 0.492 -2.104 -2.175
H -1.165 -2.719 -2.194
H -0.844 -0.302 -2.205
H -2.778 0.071 -1.330
H -2.813 -1.681 -1.090
H -3.355 -0.268 0.955
H -2.054 -1.426 1.223
H -1.754 1.445 0.819
H -1.252 0.446 2.080
S 1.809 3.448 3.407
As 2.256 2.309 1.690
S 1.688 0.186 2.004
S 0.817 2.775 0.066
S 4.276 2.531 1.155
C 5.927 6.357 -4.010
C 5.437 4.943 -4.182
C 4.801 4.569 -5.364
C 4.443 3.254 -5.601
C 3.755 2.875 -6.887
C 4.734 2.278 -4.633
C 5.321 2.642 -3.421
C 5.655 1.633 -2.362
C 5.650 3.983 -3.211
C 4.585 0.841 -5.010
C 5.605 0.339 -5.819
C 5.566 -0.960 -6.289
C 4.493 -1.766 -5.947
C 3.484 -1.302 -5.105
C 3.516 0.020 -4.635
Ge 2.079 0.745 -3.424
S 2.355 -0.004 -1.391
S 1.745 2.965 -3.561
Ge -0.479 2.387 -3.607
S -1.570 2.209 -1.786
S 0.046 0.247 -4.340
C -1.493 3.479 -4.963
C -2.584 2.928 -5.652
C -3.292 3.702 -6.567
C -2.953 5.027 -6.784
C -1.908 5.589 -6.072
C -1.179 4.832 -5.156
C -0.108 5.520 -4.376
C -0.385 6.013 -3.095
C -1.747 5.910 -2.460
C 0.627 6.646 -2.380
C 1.889 6.836 -2.917
C 2.969 7.495 -2.106
C 2.134 6.379 -4.207
C 1.161 5.717 -4.939
C 1.489 5.158 -6.298
C -3.016 1.517 -5.429
C -2.431 0.474 -6.149
C -1.364 0.729 -7.182
C -2.825 -0.836 -5.891
C -3.788 -1.128 -4.940
C -4.196 -2.549 -4.650
C -4.407 -0.073 -4.279
C -4.055 1.248 -4.524
C -4.803 2.358 -3.838
C 2.406 -2.289 -4.793
C 2.598 -3.248 -3.789
C 3.840 -3.256 -2.942
C 1.623 -4.225 -3.601
C 0.479 -4.278 -4.380
C -0.579 -5.325 -4.150
C 0.332 -3.349 -5.403
C 1.286 -2.369 -5.633
C 1.137 -1.417 -6.788
H 5.134 7.078 -4.214
H 6.742 6.557 -4.710
H 6.296 6.522 -2.998
H 4.597 5.318 -6.124
H 3.530 3.765 -7.475
H 2.821 2.347 -6.675
H 4.377 2.209 -7.488
H 5.406 0.619 -2.667
H 5.121 1.859 -1.436
H 6.720 1.671 -2.119
H 6.108 4.256 -2.266
H 6.435 0.989 -6.070
H 6.364 -1.347 -6.911
H 4.435 -2.784 -6.317
H -4.123 3.252 -7.100
H -3.517 5.624 -7.492
H -1.657 6.636 -6.201
H -2.522 5.681 -3.190
H -1.993 6.846 -1.956
H -1.751 5.119 -1.709
H 0.415 6.989 -1.373
H 2.543 8.184 -1.375
H 3.664 8.044 -2.742
H 3.532 6.736 -1.556
H 3.119 6.511 -4.643
H 2.446 5.544 -6.651
H 0.717 5.400 -7.029
H 1.561 4.068 -6.235
H -1.450 1.725 -7.613
H -1.427 -0.011 -7.981
H -0.378 0.642 -6.718
H -2.350 -1.645 -6.438
H -3.542 -3.256 -5.160
H -5.222 -2.730 -4.979
H -4.154 -2.752 -3.578
H -5.186 -0.282 -3.553
H -5.681 1.960 -3.328
H -5.121 3.124 -4.548
H -4.163 2.832 -3.095
H 4.726 -3.073 -3.551
H 3.949 -4.211 -2.427
H 3.791 -2.462 -2.197
H 1.771 -4.970 -2.825
H -0.372 -5.906 -3.252
H -0.640 -6.011 -4.998
H -1.559 -4.857 -4.037
H -0.540 -3.399 -6.047
H 0.180 -1.560 -7.290
H 1.939 -1.569 -7.515
H 1.203 -0.383 -6.445
C -0.297 -0.139 5.809
C -0.632 0.285 4.530
N -1.200 -0.542 3.646
C -1.422 -1.807 3.989
C -1.094 -2.364 5.241
C -0.528 -1.452 6.163
C -1.261 -3.733 5.645
C -1.722 -4.918 5.069
C -2.338 -5.324 3.860
C -2.682 -6.707 3.707
C -3.300 -7.115 2.564
N -3.611 -6.270 1.546
C -3.258 -5.008 1.771
N -2.661 -4.484 2.821
H 0.156 0.556 6.504
H -0.419 1.299 4.205
H -1.891 -2.437 3.250
H -0.268 -1.803 7.156
H -0.909 -3.890 6.662
H -1.608 -5.773 5.731
H -2.457 -7.410 4.500
H -3.579 -8.154 2.410
H -3.512 -4.310 0.970
```

***

5.
A 3-piece molecular cluster, C3H12O3 overall. Source: the OMol25 dataset; level of theory: wB97M-V/def2-TZVPD.

Results
SMILES: CC(C)O.O.O
Frontier orbital gap, eV: 10.64
LUMO energy, eV: 0.3
Relative energy (zero: lowest compared OMol25 entry of this formula, charge and spin), kcal/mol: 9.3

```
18
C3H12O3 (wB97M-V/def2-TZVPD)
O 1.610 -0.760 -1.647
H 1.718 -1.205 -2.487
H 1.866 0.146 -1.821
O 2.221 -1.951 0.777
H 2.045 -1.314 1.470
H 1.886 -1.537 -0.019
C -1.516 1.159 -0.721
C -0.726 0.977 0.657
C -1.087 -0.352 1.356
O 0.663 1.089 0.376
H -1.203 2.137 -1.086
H -2.602 1.064 -0.693
H -1.075 0.508 -1.477
H -1.071 1.725 1.372
H -2.089 -0.386 1.783
H -0.333 -0.793 2.007
H -1.209 -1.058 0.535
H 0.903 0.550 -0.381
```

***

6.
C31H27N9O4PtS as an isolated structure. Source: the OMol25 dataset; level of theory: wB97M-V/def2-TZVPD.

Results
Multiplicity: 6
⟨S²⟩: 8.839
Total charge: +1
Frontier orbital gap (alpha / beta), eV: 4.51 / 4.47
LUMO energy (alpha / beta), eV: -3.6 / -6.9

```
73
C31H27N9O4PtS (wB97M-V/def2-TZVPD)
Pt 0.302 -0.095 -0.088
C -0.148 3.341 -3.112
C 0.066 2.090 -2.552
N -0.291 1.833 -1.307
C -0.911 2.792 -0.582
C -1.114 4.050 -1.187
N -0.732 4.304 -2.407
C -1.338 2.430 0.750
C -1.923 3.323 1.631
C -2.316 2.915 2.915
C -2.070 1.573 3.241
C -1.463 0.720 2.335
N -1.133 1.139 1.091
C -1.133 -0.654 2.621
C -1.235 -1.272 3.882
N -0.898 -2.516 4.073
C -0.468 -3.237 3.041
C -0.337 -2.659 1.786
N -0.645 -1.389 1.592
C -2.944 3.847 3.853
C -3.279 5.158 3.481
C -3.863 6.006 4.405
N -4.130 5.618 5.632
C -3.838 4.398 6.022
C -3.244 3.481 5.174
H 0.136 3.579 -4.124
H 0.528 1.297 -3.120
H -1.606 4.855 -0.662
H -2.049 4.343 1.314
H -2.346 1.182 4.205
H -1.568 -0.728 4.753
H -0.216 -4.268 3.233
H 0.033 -3.226 0.943
H -3.096 5.538 2.491
H -4.122 7.025 4.153
H -4.084 4.145 7.044
H -3.015 2.503 5.559
O 1.897 -0.210 -1.813
N 2.050 -1.441 -2.166
C 3.277 -1.884 -2.483
C 3.495 -3.178 -2.884
C 2.418 -4.057 -2.985
C 1.160 -3.595 -2.665
C 0.976 -2.283 -2.226
S -0.589 -1.699 -1.788
H 4.059 -1.145 -2.406
H 4.497 -3.495 -3.120
H 2.568 -5.076 -3.307
H 0.290 -4.230 -2.730
C 3.092 -2.897 3.424
C 4.196 -2.268 2.583
C 3.913 -0.802 2.197
C 5.069 -0.300 1.287
C 4.894 1.119 0.758
C 3.925 0.070 3.446
O 4.761 -0.037 4.305
N 2.939 1.024 3.528
C 1.895 1.234 2.632
O 1.092 2.122 2.811
N 1.806 0.351 1.607
C 2.617 -0.689 1.424
O 2.282 -1.536 0.583
H 3.388 -3.899 3.724
H 2.168 -2.972 2.855
H 2.904 -2.317 4.326
H 4.325 -2.847 1.666
H 5.132 -2.293 3.144
H 5.155 -0.995 0.448
H 5.989 -0.359 1.874
H 4.017 1.199 0.116
H 5.771 1.391 0.174
H 4.802 1.838 1.569
H 2.970 1.651 4.328
```

***

| no. | calculated total energy (a.u.) |
| --- | --- |
| 1 | -343.10993 |
| 2 | -16590.96936 |
| 3 | -575.19542 |
| 4 | -13197.49819 |
| 5 | -347.19370 |
| 6 | -2508.44351 |